Entry 1:
Entry from OMol25: a cluster of 2 separate species, C5H8BrCl in total in a non-equilibrium geometry (the ωB97M-V functional and the def2-TZVPD basis).

Output
**Energy relative to the best compared isomer or geometry (same formula, charge and spin)**: 2.084 eV
**E_LUMO**: 0.0239 hartree
**HOMO-LUMO gap**: 9.48 eV
**HOMO energy**: -8.8 eV

The geometry in ORCA input format:
```
! wB97M-V def2-TZVPD RIJCOSX def2/J DEFGRID3
* xyz 0 1
Br -1.93831 1.06294 -0.22689
Cl 2.44624 1.19254 0.18533
C -1.37619 -1.81167 0.80275
C 0.32082 0.39015 -1.56567
C 0.96178 1.23745 1.11358
C -0.34554 -1.19686 0.23888
C -0.33313 0.18821 -0.19021
H -0.35598 0.31182 -2.33538
H 0.59402 -1.50593 0.13680
H -1.26686 -2.76869 1.14483
H 0.53098 2.17717 0.91145
H -2.24282 -1.28618 0.98056
H 0.69098 1.33446 -1.51207
H 1.20205 -0.22634 -1.75500
H 1.11194 0.90093 2.07103
*
```


Entry 2:
Entry from OMol25: an isolated molecule of C5H8BrF in a non-equilibrium geometry (the ωB97M-V functional and the def2-TZVPD basis).

Output
**Energy relative to the best compared isomer or geometry (same formula, charge and spin)**: 0.103 eV
**E_LUMO**: 0.0310 hartree
**HOMO-LUMO gap**: 11.13 eV
**Structure (SMILES)**: C=CC[C@@](C)(F)Br
**HOMO energy**: -10.3 eV

The geometry in ORCA input format:
```
! wB97M-V def2-TZVPD RIJCOSX def2/J DEFGRID3
* xyz 0 1
Br 3.42224 -0.32426 0.03966
F 1.83169 1.75970 0.70070
C -1.67092 -0.56107 0.50705
C 1.04879 0.61483 -1.30283
C 1.63254 0.53064 0.09306
C 0.82214 -0.27706 1.04575
C -0.70476 0.09609 1.12598
H 1.79048 1.28563 -1.69343
H 1.17363 -0.26377 -1.88156
H -0.84990 0.94762 1.81867
H -2.72545 -0.25336 0.32800
H -1.55690 -1.31862 -0.18663
H 1.44406 -0.19601 2.00326
H 0.82644 -1.19294 0.46925
H 0.07834 0.96227 -1.45243
*
```


Entry 3:
Entry from OMol25: a structure of composition C5H8CdO3 in a non-equilibrium geometry (the ωB97M-V functional and the def2-TZVPD basis).

Output
**Energy relative to the best compared isomer or geometry (same formula, charge and spin)**: 0.000 eV
**E_LUMO**: -0.4222 hartree
**HOMO-LUMO gap**: 5.21 eV
**HOMO energy**: -16.7 eV

The geometry in ORCA input format:
```
! wB97M-V def2-TZVPD RIJCOSX def2/J DEFGRID3
* xyz 2 1
Cd 3.96016 -0.35838 0.17594
O -1.13922 -1.60183 0.27682
O 2.54754 -1.45550 0.24819
O -2.89802 -0.45530 -0.69655
C -1.95676 -0.89054 -0.22773
C -1.05079 2.56653 0.39015
C 0.32525 -1.31867 0.77774
C 1.31682 -1.70614 -0.30145
C -0.64830 2.06851 -0.78356
H 1.11753 -1.12143 -1.21971
H 0.37381 1.71003 -0.93002
H -2.08459 2.88209 0.55091
H 0.35385 -1.95035 1.66680
H 1.18439 -2.77282 -0.55186
H -1.31072 2.06782 -1.65278
H 0.29807 -0.25302 1.01787
H -0.38900 2.58900 1.25924
*
```


Entry 4:
Entry from OMol25: a structure of composition C5H8CeFO4 in a non-equilibrium geometry (the ωB97M-V functional and the def2-TZVPD basis).

Output
**<S²>**: 2.00
**Energy relative to the best compared isomer or geometry (same formula, charge and spin)**: 3.035 eV
**E_LUMO (alpha / beta)**: -0.2334 / -0.2369 hartree
**HOMO-LUMO gap (alpha / beta)**: 4.67 / 4.57 eV
**HOMO energy (alpha / beta)**: -11.0 / -11.0 eV

The geometry in ORCA input format:
```
! wB97M-V def2-TZVPD RIJCOSX def2/J DEFGRID3
* xyz 1 3
Ce -3.82027 -0.96434 0.16780
F 1.75148 -0.41043 -2.77701
O 3.89126 1.47986 -1.41599
O -0.17017 1.07123 -0.87291
O 1.05761 -0.78490 -0.67011
O -1.11535 -0.93628 -0.49138
C 2.38599 1.21518 -1.15616
C 2.09138 -0.25423 -1.44548
C 4.80213 1.23459 -0.36783
C -0.15166 -0.14560 -0.68050
C 5.28305 2.51138 0.30416
H 2.96640 -0.88492 -1.25112
H 2.24950 1.41404 -0.08189
H 4.45055 3.06259 0.76518
H 5.77111 3.16859 -0.42948
H 6.00931 2.27135 1.09428
H 4.34839 0.56104 0.38642
H 5.65956 0.69634 -0.80461
H 1.92626 1.85396 -1.91607
*
```


Entry 5:
Entry from OMol25: a cluster of 2 separate species, C5H8Cl2 in total in a non-equilibrium geometry (the ωB97M-V functional and the def2-TZVPD basis).

Output
**Energy relative to the best compared isomer or geometry (same formula, charge and spin)**: 4.278 eV
**E_LUMO (alpha / beta)**: -0.0742 / -0.0743 hartree
**HOMO-LUMO gap (alpha / beta)**: 6.98 / 6.97 eV
**HOMO energy (alpha / beta)**: -9.0 / -9.0 eV

The geometry in ORCA input format:
```
! wB97M-V def2-TZVPD RIJCOSX def2/J DEFGRID3
* xyz 0 1
Cl 0.09022 -0.05476 -2.83318
Cl -0.22108 -0.93783 2.24589
C 0.29577 -0.55630 0.64824
C -1.59804 1.38083 -0.04941
C 0.83356 -1.73903 -0.08787
C 1.02660 0.81829 0.31831
C -0.35995 0.56289 -0.00228
H 0.73662 -2.57272 0.48797
H 1.36927 1.56366 0.99668
H -2.27132 0.71937 -0.52522
H -1.79860 1.55852 1.05001
H -1.45840 2.06720 -0.79751
H 0.25643 -1.96028 -1.07810
H 1.89660 -1.71398 -0.38134
H 1.75853 0.66826 -0.39190
*
```


Entry 6:
Entry from OMol25: a cluster of 2 separate species, C5H8Cl3NO2 in total in a non-equilibrium geometry (the ωB97M-V functional and the def2-TZVPD basis).

Output
**Energy relative to the best compared isomer or geometry (same formula, charge and spin)**: 1.278 eV
**E_LUMO**: 0.0173 hartree
**HOMO-LUMO gap**: 8.87 eV
**Structure (SMILES)**: CC(C)=[N+]([O-])O.ClC=C(Cl)Cl
**HOMO energy**: -8.4 eV

The geometry in ORCA input format:
```
! wB97M-V def2-TZVPD RIJCOSX def2/J DEFGRID3
* xyz 0 1
Cl -0.78755 2.17142 1.13528
Cl 1.94560 2.72787 -0.56734
Cl -2.12118 1.39901 -1.22033
O 0.49611 -0.15722 2.49854
O 2.04934 -0.33349 0.91572
N 0.73603 -0.53274 1.35861
C -1.51404 -1.20714 0.70159
C 0.45197 -1.34702 -0.90006
C 0.45488 2.11581 -1.32835
C -0.61106 1.87030 -0.49802
C -0.09709 -0.89010 0.37743
H 1.38432 -0.87700 -1.04092
H -2.03241 -0.37895 0.99713
H -1.69423 -1.91700 1.46174
H -0.14992 -1.02470 -1.72249
H -2.09713 -1.44775 -0.21715
H 0.62499 -2.35217 -1.02773
H 2.58750 0.28764 1.42995
H 0.37387 1.89324 -2.35360
*
```


Entry 7:
Entry from OMol25: a structure of composition C5H8Cl4Si in a non-equilibrium geometry (the ωB97M-V functional and the def2-TZVPD basis).

Output
**Energy relative to the best compared isomer or geometry (same formula, charge and spin)**: 0.000 eV
**E_LUMO**: 0.0149 hartree
**HOMO-LUMO gap**: 9.59 eV
**HOMO energy**: -9.2 eV

The geometry in ORCA input format:
```
! wB97M-V def2-TZVPD RIJCOSX def2/J DEFGRID3
* xyz 0 1
Cl -2.73521 -0.53418 0.54878
Cl 0.38166 2.93124 -1.23278
Cl -1.20927 2.31856 1.89745
Cl -2.81537 3.13942 -0.61754
Si -1.18817 2.11519 -0.13820
C 2.19350 -0.90583 1.39944
C 0.53151 -1.31520 -0.52062
C 1.21534 -0.49585 0.48742
C -1.25387 0.16632 -0.12082
C -0.57451 -0.64745 -1.33049
H 1.41078 -1.52652 -1.24507
H 1.25416 0.51420 0.12940
H -0.36563 0.02399 -2.14968
H 0.20145 -2.22719 -0.15612
H -0.58184 -0.15239 1.02214
H 2.16759 -1.97084 1.73949
H -1.34251 -1.31668 -1.72479
H 2.71038 -0.11678 2.01200
*
```


| no. | E (Eh) |
| --- | --- |
| 1 | -3229.397489 |
| 2 | -2869.137616 |
| 3 | -587.921626 |
| 4 | -1070.888654 |
| 5 | -1115.547877 |
| 6 | -1780.961712 |
| 7 | -2325.628333 |